The following is a quantum chemistry calculation of C53H49N13O5Ru as an isolated structure, from the Open Molecules 2025 dataset.

Output
* spin multiplicity: 6
* energy above the lowest of the compared OMol25 structures with the same formula, charge and spin: 22.8 kcal per mole
* net charge: -1
* orbital gap (alpha / beta): 0.1345 / 0.2103 Ha

XYZ file:
```
121
Properties=species:S:1:pos:R:3:forces:R:3:lowdin_spin:R:1
Ru 0.010 -1.165 0.051 -0.33 0.24 -0.33 2.27
O -1.252 0.680 1.393 -0.05 -0.40 0.67 0.08
N -1.652 1.680 0.776 0.13 0.08 -0.10 0.01
N -1.545 1.548 -0.494 -0.22 0.61 -0.99 0.00
O -1.189 0.425 -1.089 0.23 -0.15 0.54 0.13
C -1.959 2.639 -1.332 0.04 -0.15 0.03 0.00
C -2.458 3.828 -0.802 0.04 -0.12 0.12 0.00
C -2.861 4.834 -1.664 0.00 -0.01 0.01 0.00
C -2.771 4.669 -3.042 -0.02 0.01 0.04 0.00
C -2.262 3.487 -3.552 0.00 -0.04 -0.02 0.00
C -1.853 2.467 -2.702 0.04 -0.04 -0.14 0.00
H -2.526 3.947 0.269 -0.01 0.03 -0.01 0.00
H -3.252 5.757 -1.254 0.01 -0.03 0.01 0.00
H -3.096 5.458 -3.709 0.02 -0.01 0.02 0.00
H -2.181 3.352 -4.624 0.02 -0.02 0.04 0.00
H -1.440 1.541 -3.074 -0.02 0.06 0.00 0.00
C 3.307 2.738 2.254 -0.14 0.00 0.08 0.00
N 2.664 1.448 2.024 0.20 0.07 0.14 0.00
C 1.691 1.164 1.170 -0.06 0.06 -0.05 0.01
N 1.351 -0.106 1.313 0.04 -0.22 0.39 0.02
C 2.172 -0.561 2.298 0.06 0.18 -0.14 0.01
N 2.983 0.358 2.763 -0.10 0.10 -0.15 0.00
C 2.446 3.725 3.011 -0.13 0.01 0.05 0.01
C 2.880 5.052 3.074 0.07 0.03 -0.04 0.12
C 2.113 5.986 3.785 -0.05 -0.06 0.02 0.02
C 0.949 5.620 4.421 0.04 -0.02 -0.06 0.07
C 0.504 4.274 4.370 0.00 -0.05 0.00 0.07
C 1.283 3.335 3.641 0.02 0.02 0.04 0.08
C -0.674 3.856 5.026 -0.14 0.05 0.05 0.12
N -1.583 4.568 5.687 -0.06 -0.23 0.07 0.01
N -2.526 3.715 6.129 0.20 -0.03 -0.19 -0.02
C -2.191 2.500 5.730 0.07 0.26 0.05 0.11
O -1.009 2.520 5.025 -0.06 0.01 0.03 0.10
C -2.844 1.258 5.942 0.05 -0.14 -0.07 0.05
C -4.100 1.169 6.584 0.02 -0.05 0.02 0.05
C -4.709 -0.055 6.751 0.02 0.00 0.00 0.01
C -4.109 -1.235 6.290 0.01 -0.07 0.03 0.08
C -2.871 -1.159 5.663 -0.01 0.08 -0.16 0.01
C -2.209 -2.399 5.108 -0.08 0.18 -0.06 0.00
N -2.021 -2.313 3.657 -0.14 -0.13 0.23 0.00
C -0.916 -2.027 2.983 0.06 0.17 0.06 0.01
N -1.198 -1.944 1.696 0.18 -0.03 -0.46 0.02
C -2.538 -2.188 1.640 0.08 -0.01 0.13 0.00
N -3.071 -2.418 2.813 0.16 0.04 -0.01 0.00
C -2.243 0.064 5.489 -0.03 0.07 0.03 0.07
H 3.591 3.151 1.287 0.02 -0.03 -0.07 0.00
H 4.212 2.518 2.811 0.11 -0.07 0.02 0.00
H 1.266 1.861 0.461 0.02 -0.05 0.06 0.00
H 2.195 -1.585 2.638 0.00 0.04 -0.04 0.00
H 3.797 5.354 2.576 -0.07 -0.01 0.02 0.01
H 2.447 7.017 3.832 -0.02 -0.02 0.00 0.00
H 0.355 6.342 4.969 0.05 -0.02 -0.03 0.00
H 0.937 2.309 3.594 0.03 0.06 0.00 0.01
H -4.572 2.082 6.926 0.01 -0.05 -0.01 0.00
H -5.680 -0.109 7.232 0.04 0.03 0.00 0.00
H -4.606 -2.193 6.405 0.02 0.08 -0.02 0.01
H -2.809 -3.282 5.307 -0.02 -0.07 -0.01 0.00
H -1.219 -2.537 5.540 0.06 -0.05 -0.01 0.00
H 0.044 -1.857 3.445 -0.10 -0.03 -0.02 0.00
H -3.111 -2.177 0.731 0.01 -0.02 -0.10 0.00
H -1.287 0.127 4.980 -0.06 -0.01 0.01 0.01
O 2.953 -2.638 -0.537 -0.04 0.21 -0.02 0.01
C 2.766 -1.695 -1.288 0.05 0.00 0.03 0.01
N 3.635 -1.278 -2.268 -0.02 0.13 0.07 0.00
C 3.157 -0.101 -2.960 0.03 -0.03 0.07 0.00
C 1.888 0.205 -2.111 0.15 -0.12 0.15 0.00
O 1.277 1.247 -2.207 -0.03 -0.08 0.00 0.00
N 1.670 -0.847 -1.268 -0.39 0.00 -0.20 0.03
C 4.107 1.089 -2.856 -0.02 -0.07 -0.06 0.00
C 5.202 1.069 -2.000 0.01 0.00 0.01 0.00
C 6.037 2.178 -1.898 -0.03 -0.02 0.00 0.00
C 5.777 3.318 -2.641 -0.01 -0.01 -0.01 0.00
C 4.670 3.351 -3.481 -0.02 -0.05 0.01 0.00
C 3.841 2.246 -3.588 0.00 -0.01 0.00 0.00
C 2.775 -0.423 -4.404 0.02 0.09 0.02 0.00
C 1.450 -0.570 -4.798 -0.03 -0.02 0.02 0.00
C 1.141 -0.894 -6.114 0.00 -0.01 0.02 0.00
C 2.151 -1.076 -7.047 0.05 0.00 0.02 0.00
C 3.479 -0.936 -6.658 -0.03 0.00 0.03 0.00
C 3.786 -0.608 -5.346 0.01 -0.01 -0.01 0.00
H 4.389 -1.861 -2.583 -0.01 -0.05 0.02 0.00
H 5.396 0.186 -1.405 0.01 0.03 -0.03 0.00
H 6.892 2.145 -1.232 -0.03 -0.01 -0.01 0.00
H 6.430 4.180 -2.565 -0.03 -0.02 0.01 0.00
H 4.450 4.244 -4.054 0.00 -0.02 0.02 0.00
H 2.969 2.278 -4.231 0.04 0.00 0.01 0.00
H 0.650 -0.427 -4.079 0.04 0.01 -0.09 0.00
H 0.104 -0.998 -6.410 0.02 -0.01 0.03 0.00
H 1.907 -1.325 -8.073 0.01 0.01 0.03 0.00
H 4.275 -1.073 -7.380 -0.02 0.00 0.02 0.00
H 4.823 -0.485 -5.049 -0.05 0.03 -0.02 0.00
C -3.954 -1.026 -1.874 -0.05 -0.15 0.00 0.01
C -3.391 -2.167 -2.736 0.24 0.18 0.22 0.01
C -2.286 -1.647 -3.668 -0.09 -0.09 0.08 0.01
C -2.959 -3.367 -1.902 0.16 0.22 0.12 0.13
C -3.844 -4.421 -1.791 -0.05 -0.08 0.04 -0.01
C -3.514 -5.588 -1.112 0.09 0.02 0.02 0.14
C -2.213 -5.750 -0.649 -0.12 -0.05 -0.03 -0.01
C -1.262 -4.750 -0.743 0.04 0.18 -0.05 0.13
C 0.180 -5.141 -0.453 0.10 0.27 0.03 0.01
C 0.701 -4.718 0.925 0.00 -0.09 -0.15 0.02
C 1.113 -4.705 -1.592 -0.20 -0.01 0.03 0.01
C -1.683 -3.447 -1.215 -0.18 -0.25 -0.47 0.07
N -0.968 -2.336 -1.051 0.13 -0.29 0.38 0.81
H -4.343 -0.229 -2.513 0.02 -0.02 0.01 0.00
H -3.168 -0.598 -1.254 0.03 0.01 0.04 0.00
H -4.771 -1.383 -1.239 0.05 0.02 -0.04 0.00
H -4.208 -2.533 -3.362 -0.03 -0.06 -0.05 0.00
H -1.496 -1.172 -3.088 0.01 0.03 -0.01 0.01
H -2.700 -0.904 -4.356 0.00 -0.03 0.03 0.00
H -1.850 -2.461 -4.255 -0.02 0.05 0.02 0.00
H -4.823 -4.327 -2.248 0.03 0.00 -0.03 0.00
H -4.236 -6.387 -1.009 0.01 0.01 -0.01 0.01
H -1.913 -6.706 -0.231 0.00 0.01 -0.03 0.00
H 0.173 -6.234 -0.449 -0.01 -0.06 -0.01 0.00
H 0.757 -3.640 1.011 -0.02 0.28 0.01 0.01
H 1.717 -5.088 1.071 -0.02 -0.09 0.01 0.00
H 0.056 -5.104 1.719 0.02 0.04 -0.01 0.00
H 1.134 -3.620 -1.681 -0.03 -0.15 -0.03 0.00
H 0.771 -5.121 -2.544 0.00 -0.03 0.05 0.00
H 2.135 -5.039 -1.402 -0.07 0.03 -0.01 0.00
```
Forces are in eV/Å.



The following is a quantum chemistry calculation of C4H6N2 as an isolated structure, from the Open Molecules 2025 dataset.

Output
* energy above the lowest of the compared OMol25 structures with the same formula, charge and spin: 44.6 kcal per mole
* orbital gap: 0.3981 Ha

XYZ file:
```
12
Properties=species:S:1:pos:R:3:forces:R:3:nbo_charge:R:1
N -0.638 -1.039 2.972 0.28 0.44 -1.02 -0.30
C -0.314 -0.539 1.981 -0.29 -0.50 0.80 0.27
C 0.129 0.125 0.755 0.12 -0.06 0.19 -0.18
C 0.555 -0.628 -0.513 0.05 -0.24 -0.08 -0.39
C 0.060 0.655 -1.199 0.00 -0.01 -0.38 -0.23
N -0.900 0.842 -0.062 -0.16 -0.05 0.02 -0.55
H 0.926 0.829 1.020 -0.24 0.04 0.08 0.23
H 1.582 -0.994 -0.613 -0.26 -0.03 -0.05 0.22
H -0.228 -1.383 -0.713 0.75 -0.09 0.06 0.20
H -0.398 0.589 -2.185 0.03 -0.03 0.06 0.20
H 0.801 1.464 -1.191 -0.18 -0.20 0.04 0.19
H -1.574 0.079 -0.252 -0.10 0.73 0.28 0.33
```
Forces are in eV/Å.



The following is a quantum chemistry calculation of a 2-piece molecular cluster, C9H16N4O overall, from the Open Molecules 2025 dataset.

Output
* energy above the lowest of the compared OMol25 structures with the same formula, charge and spin: 179.0 kcal per mole
* orbital gap (alpha / beta): 0.2719 / 0.2883 Ha

XYZ file:
```
30
Properties=species:S:1:pos:R:3:forces:R:3:nbo_charge:R:1
C 2.077 -1.924 2.392 -0.28 -0.55 -3.75 -0.21
C 0.716 -2.117 2.484 -0.83 0.22 0.42 -0.21
C 2.647 -1.885 1.059 -2.26 -1.09 0.37 -0.19
C -0.152 -2.099 1.391 -0.58 0.59 0.32 -0.22
C 1.770 -1.919 -0.094 0.23 1.32 3.02 -0.19
C 0.348 -1.849 0.111 2.88 -0.73 0.59 -0.07
C 0.341 2.992 -1.617 1.83 -1.40 -0.14 -0.42
C -1.872 1.976 -1.968 0.26 0.38 -1.87 -0.44
C -0.554 -1.589 -1.002 0.93 0.94 -2.40 -0.09
N -1.462 0.872 1.592 -2.26 -2.74 -1.80 -0.61
N -0.319 1.467 1.218 2.41 -0.74 0.06 -0.42
N -0.465 1.756 -1.773 1.18 0.57 0.18 -0.27
N -0.082 0.722 -0.965 2.24 1.16 -0.01 0.03
O -1.038 -0.191 -0.990 -2.08 -2.19 -0.04 -0.41
H 2.709 -1.948 3.221 0.84 0.06 1.27 0.22
H 0.206 -2.239 3.432 0.39 0.01 0.26 0.22
H 3.716 -2.061 0.997 -0.05 0.58 -0.39 0.22
H -1.260 -2.130 1.657 1.54 -0.12 -0.83 0.22
H 2.221 -1.733 -1.053 -0.19 -0.28 -0.36 0.22
H 1.466 2.671 -1.358 -2.63 0.82 -0.59 0.23
H 0.304 3.534 -2.596 0.22 -0.49 0.81 0.20
H -0.064 3.644 -0.839 0.17 -0.14 0.15 0.20
H -2.383 1.940 -0.981 -0.18 0.68 -0.84 0.19
H -1.861 2.971 -2.619 -0.90 -2.09 1.68 0.21
H -2.181 1.090 -2.595 -0.44 1.23 0.59 0.22
H -0.080 -1.742 -2.076 -0.95 0.01 2.29 0.20
H -1.357 -2.268 -0.771 -1.11 0.35 -0.85 0.21
H -2.312 1.387 1.226 1.53 -0.19 0.73 0.34
H -1.621 -0.125 1.085 0.62 2.42 1.56 0.33
H 0.543 0.796 1.432 -2.53 1.41 -0.47 0.32
```
Forces are in eV/Å.



The following is a quantum chemistry calculation of C17H38Br8Ga as an isolated structure, from the Open Molecules 2025 dataset.

Output
* net charge: -1
* orbital gap: 0.2387 Ha

XYZ file:
```
64
Properties=species:S:1:pos:R:3:forces:R:3:nbo_charge:R:1
C 5.110 0.821 1.242 0.05 -0.01 -0.11 -0.62
C 4.121 1.937 0.869 0.06 -0.06 0.03 -0.40
C 3.462 2.671 2.041 -0.16 -0.07 -0.10 -0.39
C 2.791 1.744 3.056 0.09 0.12 -0.08 -0.41
C 1.960 2.489 4.103 0.02 0.06 -0.13 -0.38
C 0.547 2.871 3.656 -0.08 -0.01 0.18 -0.39
C -0.413 1.666 3.554 -0.13 0.08 -0.16 -0.42
C -0.909 1.332 2.135 -0.31 -0.25 0.02 -0.40
C -1.060 -0.160 1.823 0.22 -0.15 -0.05 -0.84
Ga 0.671 -1.275 1.795 -0.20 0.17 0.19 0.54
H 4.961 0.454 2.255 -0.02 -0.01 0.00 0.21
H 6.149 1.147 1.151 -0.01 0.06 0.09 0.19
H 4.984 -0.037 0.581 0.02 0.01 0.01 0.21
H 4.637 2.673 0.245 -0.07 0.00 -0.07 0.19
H 3.328 1.509 0.252 -0.03 -0.03 0.08 0.22
H 4.180 3.329 2.546 0.06 -0.06 0.05 0.18
H 2.703 3.335 1.609 0.02 0.08 0.11 0.19
H 3.565 1.174 3.578 -0.06 -0.05 -0.03 0.19
H 2.180 1.006 2.525 0.04 0.06 0.11 0.24
H 2.502 3.395 4.403 0.03 -0.02 0.03 0.18
H 1.872 1.865 4.997 -0.01 0.01 0.03 0.20
H 0.149 3.586 4.385 0.04 0.01 -0.05 0.19
H 0.576 3.407 2.702 0.04 -0.03 -0.04 0.19
H 0.049 0.779 3.994 0.10 0.01 -0.05 0.22
H -1.294 1.892 4.163 0.02 -0.15 0.08 0.19
H -1.887 1.816 2.004 0.09 0.22 -0.10 0.17
H -0.256 1.758 1.375 0.18 0.14 0.08 0.19
H -1.460 -0.239 0.802 -0.09 -0.04 0.00 0.18
H -1.805 -0.618 2.485 0.00 -0.02 0.03 0.19
H 1.449 -1.108 3.210 0.02 -0.10 -0.07 -0.33
H 1.596 -0.664 0.600 0.02 -0.03 -0.07 -0.34
H 0.322 -2.830 1.544 -0.02 -0.05 -0.12 -0.32
Br -2.591 2.664 -1.139 0.06 0.01 0.04 0.00
C -1.376 3.767 -2.180 -0.07 0.04 0.02 -0.45
C 0.003 3.173 -2.279 0.06 -0.15 0.21 -0.46
Br 1.026 3.293 -0.634 -0.05 0.21 -0.07 0.00
H -1.368 4.746 -1.710 0.00 0.01 -0.01 0.22
H -1.819 3.837 -3.171 0.02 -0.02 -0.01 0.22
H 0.580 3.691 -3.042 0.00 -0.04 -0.01 0.22
H -0.045 2.112 -2.489 0.04 0.06 -0.20 0.24
Br -1.025 0.295 -4.281 -0.07 -0.03 -0.08 -0.05
C -1.367 -0.744 -2.664 0.05 0.02 0.05 -0.45
C -1.912 -2.103 -2.998 -0.04 -0.02 0.10 -0.44
Br -3.773 -2.015 -3.576 -0.03 -0.02 -0.12 -0.05
H -2.047 -0.156 -2.057 0.01 -0.01 0.02 0.25
H -0.409 -0.832 -2.155 0.02 -0.04 0.01 0.26
H -1.901 -2.737 -2.114 -0.03 0.05 0.04 0.25
H -1.366 -2.581 -3.803 0.01 -0.02 0.01 0.24
Br 1.199 -3.867 -2.540 0.01 -0.02 -0.03 0.03
C 1.399 -5.022 -4.090 -0.02 0.11 0.16 -0.46
C 1.820 -4.266 -5.325 -0.03 -0.04 -0.07 -0.45
Br 0.355 -3.251 -6.105 0.04 0.01 0.05 -0.01
H 0.451 -5.531 -4.230 0.01 -0.03 -0.03 0.23
H 2.164 -5.745 -3.817 0.02 0.00 -0.04 0.23
H 2.140 -4.959 -6.099 0.00 -0.01 0.00 0.22
H 2.614 -3.557 -5.117 0.00 0.01 0.02 0.23
Br -3.946 -1.690 0.342 0.04 -0.06 0.09 0.03
C -5.320 -2.957 -0.175 0.10 0.13 -0.06 -0.48
C -6.667 -2.602 0.396 -0.04 -0.05 -0.01 -0.44
Br -6.793 -2.994 2.297 0.00 0.03 0.01 -0.02
H -4.983 -3.936 0.151 -0.02 -0.02 0.00 0.23
H -5.356 -2.927 -1.263 -0.02 0.00 0.01 0.24
H -7.448 -3.192 -0.078 0.01 -0.01 0.01 0.22
H -6.887 -1.545 0.284 0.00 0.01 -0.01 0.23
```
Forces are in eV/Å.



The following is a quantum chemistry calculation of C5H8O2 as an isolated structure, from the Open Molecules 2025 dataset.

Output
* energy above the lowest of the compared OMol25 structures with the same formula, charge and spin: 111.2 kcal per mole
* orbital gap (alpha / beta): 0.3288 / 0.3288 Ha

XYZ file:
```
15
Properties=species:S:1:pos:R:3:forces:R:3:mulliken_charge:R:1
C -1.266 0.677 0.321 -0.14 -0.13 0.27 -0.53
O -0.817 1.290 -0.864 0.04 0.16 -0.04 -0.39
C 0.465 0.635 -1.255 0.08 -0.03 -0.26 0.14
C 0.005 -1.014 -0.823 -0.05 -0.26 0.03 -0.81
C -0.245 -0.442 0.458 0.25 0.20 -0.11 0.65
C 0.869 -0.203 1.282 -0.01 0.01 0.06 -0.81
O 1.508 1.005 -0.649 -0.13 0.04 -0.04 -0.68
H -2.290 0.299 0.197 0.14 0.06 0.01 0.27
H -1.241 1.358 1.183 0.03 -0.08 -0.14 0.27
H 0.458 0.603 -2.354 0.01 0.00 0.14 0.44
H 0.886 -1.642 -0.941 -0.11 0.11 0.02 0.33
H -0.862 -1.327 -1.405 0.14 0.08 0.07 0.30
H -0.107 -1.031 1.656 -0.04 -0.10 0.11 0.26
H 0.863 0.620 1.990 -0.05 -0.12 -0.12 0.28
H 1.742 -0.843 1.214 -0.15 0.07 -0.01 0.29
```
Forces are in eV/Å.